# C9H15ClSi

A structure of composition C9H15ClSi at a distorted geometry (wB97M-V/def2-TZVPD, OMol25).

* energy relative to the best compared isomer or geometry (same formula, charge and spin): 3.059 eV
* strongest force on any atom: 5.11 eV/Å
* total charge: 0

Geometry (Å):
C -2.654 1.305 -0.331
C -1.518 1.908 0.057
C -2.766 -0.050 0.289
C -1.091 1.217 1.388
C -0.378 1.816 -0.899
C -1.280 -0.140 0.714
C -0.249 -0.098 -0.369
C 2.625 -0.817 -1.613
C 1.993 -2.014 1.130
Si 1.610 -0.532 -0.004
Cl 2.539 1.134 0.795
H -3.040 1.478 -1.419
H -3.557 -0.110 0.934
H -3.095 -0.834 -0.518
H -0.041 1.541 1.638
H -1.827 1.317 2.157
H -0.667 1.722 -1.853
H 0.560 2.275 -0.621
H -1.037 -0.952 1.348
H -0.683 -0.491 -1.218
H 3.486 -0.027 -1.625
H 2.895 -1.906 -1.624
H 2.060 -0.739 -2.432
H 1.291 -2.860 0.960
H 2.949 -2.387 0.916
H 1.873 -1.756 2.199

Here are the Mulliken charges for atoms 1 to 4, given in e: C -0.319; C 0.440; C -0.862; C -0.720